# C5H2O

C5H2O in the gas phase (ωB97M-V with the def2-TZVPD basis set, OMol25).

Properties
LUMO: -1.167 eV
HOMO-LUMO gap: 8.391 eV
HOMO level: -9.56 eV

```
8
C5H2O | OMol25 | ωB97M-V with the def2-TZVPD basis set
O -1.6277 -1.3577 0.0995
C -1.3931 -0.2436 0.4904
C -0.0275 0.3561 0.5569
C 0.2051 1.6206 0.0932
C 1.1870 0.5698 -0.5228
C 1.3046 -0.5230 0.1196
H -2.1629 0.4531 0.8662
H 1.9426 -1.2410 0.6068
```

# C5H2O

C5H2O in the gas phase at a distorted geometry (ωB97M-V with the def2-TZVPD basis set, OMol25).

Properties
LUMO: -0.398 eV
HOMO-LUMO gap: 9.659 eV
HOMO level: -10.06 eV
SMILES string: C#CC#CC=O

```
8
C5H2O | OMol25 | ωB97M-V with the def2-TZVPD basis set
O -2.9958 -0.3889 -0.4693
C -2.1684 0.2464 0.1409
C -0.7834 0.0704 -0.0607
C 0.3737 -0.0789 -0.3040
C 1.6739 -0.2559 -0.6390
C 2.7079 -0.2831 -0.0241
H -2.4297 1.0020 0.8882
H 3.6218 -0.3120 0.4679
```

# C5H2O

C5H2O in the gas phase at a distorted geometry (ωB97M-V with the def2-TZVPD basis set, OMol25).

Properties
LUMO: -0.993 eV
HOMO-LUMO gap: 9.077 eV
HOMO level: -10.07 eV
SMILES string: C#CC#CC=O

```
8
C5H2O | OMol25 | ωB97M-V with the def2-TZVPD basis set
O 1.5725 -2.5879 -0.6624
C 0.9811 -1.5939 -0.3684
C -0.3088 -1.0327 -0.8702
C -0.5601 0.0260 -0.3049
C -0.5601 1.1427 0.4782
C -0.5052 2.1110 1.1947
H 1.3514 -0.8808 0.3957
H -0.5070 2.9863 1.8022
```

# C5H2O2S

2 unconnected molecules or ions with the total composition C5H2O2S at a distorted geometry (ωB97M-V with the def2-TZVPD basis set, OMol25).

Properties
LUMO (alpha / beta): 0.457 / -2.941 eV
2S+1: 3
HOMO-LUMO gap (alpha / beta): 7.737 / 6.858 eV
HOMO level (alpha / beta): -7.28 / -9.80 eV

```
10
C5H2O2S | OMol25 | ωB97M-V with the def2-TZVPD basis set
C -1.0603 -1.4005 -0.9839
C -1.6773 -0.9633 0.1878
C -0.2232 -0.2918 -1.1608
C -0.0725 0.9685 -0.8242
C 2.6020 1.5755 0.9484
O 3.2486 0.9712 0.2560
O 1.9325 2.2103 1.6537
S -1.0102 0.6223 0.5901
H -1.2596 -2.1693 -1.5336
H -2.4800 -1.5230 0.8666
```